## 1
One molecule with the formula C3H9N5O. Source: OMol25; level of theory: the ωB97M-V functional and the def2-TZVPD basis.

```
! wB97M-V def2-TZVPD RIJCOSX def2/J DEFGRID3
* xyz 0 1
C 0.908 -2.060 0.212
C 0.735 -0.803 -0.617
O 1.395 -0.593 -1.621
N -0.745 -0.247 -0.474
N -2.004 -0.874 -0.326
C -0.490 0.874 0.232
N -1.374 1.859 0.481
N 0.815 0.880 0.458
N 1.458 2.123 0.338
H 0.448 -2.897 -0.320
H 1.972 -2.275 0.309
H 0.460 -1.958 1.201
H -1.908 -1.837 -0.006
H -2.416 -0.897 -1.255
H -2.361 1.673 0.390
H -0.947 2.726 0.776
H 1.728 2.237 -0.642
H 2.326 2.069 0.864
*
```

The LUMO energy is 0.86 eV. Its structure (SMILES) is CC(=O)N(N)/C(N)=N/N. For the frontier orbital gap, the calculation gives 8.8518 eV. The HOMO energy comes out at -7.991 eV.

---

## 2
One molecule with the formula C3H9N5O. Source: OMol25; level of theory: the ωB97M-V functional and the def2-TZVPD basis.

```
! wB97M-V def2-TZVPD RIJCOSX def2/J DEFGRID3
* xyz 0 1
N -1.644 -1.756 -0.207
N -0.583 -1.302 0.625
C 0.660 -0.748 -0.059
N 1.879 -1.328 0.150
C 0.480 0.557 -0.353
N 1.332 1.412 -1.030
C -0.931 1.017 0.004
N -1.010 1.601 1.256
O -1.747 1.276 -0.888
H -1.277 -2.088 -1.102
H -2.256 -0.971 -0.453
H -0.289 -2.053 1.254
H 2.579 -1.000 -0.510
H 2.139 -1.350 1.132
H 1.962 0.927 -1.659
H 0.776 2.130 -1.497
H -1.822 2.177 1.427
H -0.245 1.500 1.909
*
```

The LUMO energy is 0.62 eV. Its structure (SMILES) is NN/C(N)=C(/N)C(N)=O. For the frontier orbital gap, the calculation gives 8.1777 eV. The HOMO energy comes out at -7.556 eV.

---

Name the least stable of them. 1.

---

## 1
A 2-piece molecular cluster, C3H5N3O overall. Source: OMol25; level of theory: the ωB97M-V functional and the def2-TZVPD basis.

```
! wB97M-V def2-TZVPD RIJCOSX def2/J DEFGRID3
* xyz 2 1
C 0.305 0.479 -0.327
C -0.282 -0.138 0.789
C -0.668 -1.451 0.117
N 1.581 3.917 0.134
N 1.163 2.927 0.285
N 0.293 -0.197 -1.400
O -0.341 -1.427 -1.149
H 0.434 -0.111 1.714
H -1.032 0.585 1.287
H -0.102 -2.293 0.661
H -1.787 -2.028 0.288
H 0.435 -0.264 -2.400
*
```

The LUMO energy (alpha / beta) is -13.55 / -15.07 eV. For the frontier orbital gap (alpha / beta), the calculation gives 8.4941 / 6.7796 eV. The HOMO energy (alpha / beta) comes out at -22.040 / -21.846 eV.

---

## 2
A 2-piece molecular cluster, C3H5N3O overall. Source: OMol25; level of theory: the ωB97M-V functional and the def2-TZVPD basis.

```
! wB97M-V def2-TZVPD RIJCOSX def2/J DEFGRID3
* xyz 2 1
C 1.386 -0.375 -0.027
C 0.309 0.665 -0.023
C -0.967 -0.189 0.076
N 4.981 0.061 0.028
N 3.915 -0.141 0.071
N 0.856 -1.537 0.036
O -0.506 -1.505 -0.069
H 0.460 1.557 0.793
H 0.543 1.285 -1.059
H -1.608 0.054 0.838
H -1.584 -0.127 -0.773
H 1.239 -2.473 -0.054
*
```

The LUMO energy (alpha / beta) is -13.66 / -15.58 eV. For the frontier orbital gap (alpha / beta), the calculation gives 8.8273 / 6.4907 eV. The HOMO energy (alpha / beta) comes out at -22.489 / -22.072 eV.

---

Name the least stable of them. 1.

---

## 1
One molecule with the formula C4H7NOS2. Source: OMol25; level of theory: the ωB97M-V functional and the def2-TZVPD basis.

```
! wB97M-V def2-TZVPD RIJCOSX def2/J DEFGRID3
* xyz 0 1
C 2.380 1.433 0.524
C 1.824 0.629 -0.793
S 0.124 0.827 -1.320
C -0.720 0.014 -0.044
S -2.360 0.075 0.034
C -0.070 -1.080 0.634
N -0.350 -1.405 1.935
O 0.919 -1.617 0.072
H 3.434 1.410 0.583
H 1.987 1.181 1.577
H 2.077 2.597 0.407
H 2.079 -0.414 -0.855
H 2.338 1.300 -1.594
H -1.505 -1.352 2.169
H -0.017 -2.361 2.241
*
```

The LUMO energy is -1.24 eV. Its structure (SMILES) is CCSC(=S)C(N)=O. For the frontier orbital gap, the calculation gives 7.8204 eV. The HOMO energy comes out at -9.060 eV.

---

## 2
One molecule with the formula C4H7NOS2. Source: OMol25; level of theory: the ωB97M-V functional and the def2-TZVPD basis.

```
! wB97M-V def2-TZVPD RIJCOSX def2/J DEFGRID3
* xyz 0 1
C -1.834 -1.990 0.324
S -1.088 -2.537 -1.258
C -0.638 -0.819 -1.985
O 0.512 -0.286 -1.350
N -0.052 0.437 -0.457
C 0.807 1.255 0.172
C 0.410 2.051 1.232
S 1.734 2.467 2.313
H -2.580 -2.790 0.578
H -2.557 -1.220 0.242
H -0.962 -1.464 0.921
H -0.201 -0.822 -3.130
H -1.426 -0.004 -1.617
H 1.855 1.422 0.017
H -0.660 2.242 1.635
*
```

The LUMO energy is -1.54 eV. Its structure (SMILES) is CSCO/N=C/C=S. For the frontier orbital gap, the calculation gives 7.2968 eV. The HOMO energy comes out at -8.839 eV.

---

Name the least stable of them. 2.

---

## 1
A 2-piece molecular cluster, C3H12N4 overall. Source: OMol25; level of theory: the ωB97M-V functional and the def2-TZVPD basis.

```
! wB97M-V def2-TZVPD RIJCOSX def2/J DEFGRID3
* xyz 0 1
C -0.813 -0.510 2.223
N -1.228 0.526 -0.040
C -0.263 0.026 0.928
N -1.128 0.187 -1.324
C -0.129 1.490 0.728
H -2.137 0.802 0.368
H 0.474 0.060 -1.904
H -1.744 0.768 -1.887
H -1.561 0.163 2.645
H -0.007 -0.613 2.947
H -1.270 -1.487 2.067
H 0.631 1.863 0.066
H -0.530 2.169 1.465
N 1.528 -0.128 -2.058
N 1.771 -1.450 -1.484
H 1.144 -2.068 -1.988
H 2.056 0.526 -1.473
H 0.485 -0.601 0.447
H 2.722 -1.725 -1.724
*
```

The LUMO energy is 0.77 eV. For the frontier orbital gap, the calculation gives 7.7951 eV. The HOMO energy comes out at -7.022 eV.

---

## 2
A 2-piece molecular cluster, C3H12N4 overall. Source: OMol25; level of theory: the ωB97M-V functional and the def2-TZVPD basis.

```
! wB97M-V def2-TZVPD RIJCOSX def2/J DEFGRID3
* xyz 0 1
N -1.557 -0.724 0.538
C -0.918 -1.792 0.229
N -0.418 -2.718 1.170
N -0.724 -2.151 -1.102
H -1.702 -0.641 1.532
H -0.780 -2.633 2.106
H -0.477 -3.670 0.826
H -0.517 -3.104 -1.287
H -1.253 -1.702 -1.828
C 1.093 2.516 0.819
N 0.963 1.248 0.072
C 0.745 1.521 -1.343
H 1.932 3.098 0.423
H 0.141 3.054 0.837
H 1.277 2.298 1.900
H 0.121 0.663 0.313
H -0.151 2.160 -1.506
H 0.611 0.569 -1.887
H 1.614 2.010 -1.812
*
```

The LUMO energy is 0.69 eV. Its structure (SMILES) is N=C(N)N.CNC. For the frontier orbital gap, the calculation gives 8.8195 eV. The HOMO energy comes out at -8.129 eV.

---

Name the least stable of them. 1.

---

## 1
One molecule with the formula C18H31N5O3S. Source: OMol25; level of theory: the ωB97M-V functional and the def2-TZVPD basis.

```
! wB97M-V def2-TZVPD RIJCOSX def2/J DEFGRID3
* xyz 0 1
C -3.271 -1.308 -3.110
C -4.383 -0.278 -2.980
N -3.927 1.056 -2.603
C -5.069 1.945 -2.448
C -4.635 3.366 -2.119
C -3.749 3.395 -0.875
C -2.604 2.436 -1.096
O -1.789 2.431 0.091
N -0.576 1.825 -0.174
C -0.354 0.542 0.246
O -1.239 -0.200 0.620
C 1.094 0.107 0.101
C 1.120 -1.120 -0.815
N 0.808 -0.794 -2.201
C 1.718 -0.151 -2.968
O 2.775 0.259 -2.520
C 1.435 -0.055 -4.463
C 0.034 0.211 -4.918
C -0.663 -0.480 -5.868
N -1.885 0.039 -6.172
N -2.180 1.086 -5.505
S -0.954 1.503 -4.443
C 1.764 -0.132 1.483
C 1.256 -1.412 2.152
C 1.463 1.063 2.392
C 3.280 -0.221 1.288
C -3.116 1.040 -1.400
H -3.665 -2.211 -3.576
H -2.465 -0.931 -3.742
H -2.862 -1.594 -2.140
H -4.896 -0.180 -3.940
H -5.127 -0.648 -2.252
H -5.641 1.932 -3.378
H -5.738 1.575 -1.647
H -4.085 3.773 -2.972
H -5.517 3.991 -1.972
H -3.372 4.400 -0.678
H -4.316 3.072 0.003
H -1.987 2.785 -1.932
H 0.190 2.481 -0.188
H 1.662 0.898 -0.397
H 2.109 -1.576 -0.791
H 0.387 -1.846 -0.470
H -0.066 -1.093 -2.602
H 2.103 0.720 -4.837
H 1.769 -0.998 -4.905
H -0.323 -1.365 -6.385
H 1.533 -2.300 1.581
H 1.708 -1.508 3.142
H 0.173 -1.399 2.264
H 1.796 1.999 1.935
H 0.397 1.144 2.613
H 1.991 0.953 3.341
H 3.671 0.687 0.824
H 3.769 -0.347 2.256
H 3.569 -1.064 0.661
H -3.666 0.663 -0.520
H -2.266 0.378 -1.553
*
```

The LUMO energy is 0.22 eV. Its structure (SMILES) is CCN1CCC[C@@H](ONC(=O)[C@H](CNC(=O)Cc2cnns2)C(C)(C)C)C1. For the frontier orbital gap, the calculation gives 8.8179 eV. The HOMO energy comes out at -8.595 eV.

---

## 2
One molecule with the formula C18H31N5O3S. Source: OMol25; level of theory: the ωB97M-V functional and the def2-TZVPD basis.

```
! wB97M-V def2-TZVPD RIJCOSX def2/J DEFGRID3
* xyz 0 1
C -2.582 -2.139 -1.797
C -3.579 -0.997 -1.689
N -2.964 0.318 -1.529
C -3.989 1.351 -1.640
C -3.397 2.746 -1.513
C -2.632 2.898 -0.201
C -1.610 1.787 -0.109
O -0.958 1.918 1.168
N 0.237 1.236 1.188
C 0.357 0.026 1.800
O -0.593 -0.630 2.183
C 1.802 -0.445 1.860
C 1.931 -1.639 0.907
N 1.332 -1.373 -0.395
C 1.750 -0.367 -1.194
O 2.682 0.364 -0.911
C 0.959 -0.189 -2.487
C 1.856 -0.107 -3.682
C 2.009 0.933 -4.552
N 2.905 0.707 -5.554
N 3.457 -0.442 -5.505
S 2.890 -1.339 -4.211
C 2.283 -0.731 3.309
C 1.593 -1.937 3.950
C 1.996 0.516 4.153
C 3.796 -0.968 3.286
C -2.272 0.425 -0.249
H -3.108 -3.070 -2.010
H -1.879 -1.955 -2.611
H -2.027 -2.289 -0.869
H -4.178 -0.963 -2.602
H -4.277 -1.197 -0.859
H -4.479 1.240 -2.609
H -4.764 1.213 -0.864
H -2.725 2.929 -2.356
H -4.198 3.485 -1.571
H -2.142 3.870 -0.133
H -3.318 2.812 0.647
H -0.857 1.913 -0.897
H 1.043 1.807 0.985
H 2.441 0.349 1.472
H 2.984 -1.890 0.776
H 1.413 -2.504 1.317
H 0.536 -1.917 -0.678
H 0.227 -0.985 -2.615
H 0.398 0.744 -2.399
H 1.497 1.881 -4.501
H 1.835 -2.867 3.431
H 1.944 -2.044 4.978
H 0.511 -1.820 3.959
H 2.462 1.403 3.717
H 0.923 0.699 4.241
H 2.397 0.389 5.161
H 4.322 -0.141 2.804
H 4.172 -1.057 4.307
H 4.058 -1.889 2.762
H -2.958 0.283 0.603
H -1.514 -0.351 -0.176
*
```

The LUMO energy is 0.37 eV. Its structure (SMILES) is CCN1CCC[C@@H](ONC(=O)[C@H](CNC(=O)Cc2cnns2)C(C)(C)C)C1. For the frontier orbital gap, the calculation gives 9.4571 eV. The HOMO energy comes out at -9.091 eV.

---

## 3
One molecule with the formula C18H31N5O3S. Source: OMol25; level of theory: the ωB97M-V functional and the def2-TZVPD basis.

```
! wB97M-V def2-TZVPD RIJCOSX def2/J DEFGRID3
* xyz 0 1
C 4.174 0.376 2.318
C 3.838 -0.260 3.658
N 2.949 -1.410 3.552
C 2.769 -2.033 4.859
C 1.899 -3.278 4.764
C 0.541 -2.951 4.143
C 0.786 -2.272 2.816
O -0.492 -1.916 2.254
N -0.347 -1.622 0.916
C -0.345 -0.328 0.492
O -0.264 0.621 1.248
C -0.314 -0.187 -1.023
C 0.960 0.597 -1.355
N 2.150 -0.165 -1.007
C 2.655 -1.088 -1.854
O 2.197 -1.290 -2.965
C 3.789 -1.946 -1.304
C 3.258 -3.052 -0.442
C 3.671 -3.448 0.796
N 3.005 -4.529 1.297
N 2.109 -4.992 0.515
S 2.021 -4.116 -0.908
C -1.616 0.443 -1.585
C -1.730 1.929 -1.239
C -2.817 -0.304 -0.998
C -1.628 0.268 -3.106
C 1.658 -1.040 2.990
H 4.987 1.093 2.437
H 4.497 -0.386 1.604
H 3.327 0.921 1.899
H 4.760 -0.609 4.129
H 3.410 0.506 4.328
H 3.754 -2.292 5.253
H 2.310 -1.317 5.566
H 2.409 -4.023 4.148
H 1.766 -3.704 5.759
H -0.055 -3.853 4.000
H -0.024 -2.273 4.790
H 1.275 -2.970 2.133
H -0.624 -2.373 0.303
H -0.214 -1.180 -1.475
H 1.008 0.819 -2.418
H 0.974 1.527 -0.790
H 2.542 -0.076 -0.083
H 4.321 -2.354 -2.163
H 4.488 -1.347 -0.716
H 4.434 -2.981 1.398
H -0.940 2.513 -1.716
H -2.684 2.313 -1.604
H -1.676 2.093 -0.163
H -2.758 -1.375 -1.213
H -2.883 -0.172 0.084
H -3.742 0.071 -1.437
H -1.552 -0.785 -3.383
H -2.560 0.661 -3.515
H -0.807 0.801 -3.587
H 1.124 -0.310 3.622
H 1.806 -0.570 2.020
*
```

The LUMO energy is 0.23 eV. Its structure (SMILES) is CCN1CCC[C@@H](ONC(=O)[C@H](CNC(=O)Cc2cnns2)C(C)(C)C)C1. For the frontier orbital gap, the calculation gives 9.1171 eV. The HOMO energy comes out at -8.883 eV.

---

Name the least stable of them. 2.